Below is a 9-piece molecular cluster, C36H52N2O21 overall in a non-equilibrium geometry, with properties calculated with ωB97M-V with the def2-TZVPD basis set.

Geometry (Å):
1 O -0.75 -0.65 6.21
2 O 1.68 -3.03 -5.34
3 O -3.81 1.91 -3.64
4 O 2.72 3.74 -1.63
5 O 2.09 -0.12 1.72
6 O -0.66 3.16 2.84
7 O 3.01 3.10 0.43
8 O -1.61 0.87 7.44
9 O -0.39 2.72 0.55
10 O 3.62 5.10 0.00
11 O -2.65 0.05 -2.93
12 O 2.09 -1.09 -0.23
13 O 2.86 -2.36 -6.95
14 O 3.38 -4.42 -6.01
15 O 1.40 -6.66 -2.49
16 O -3.74 0.11 -5.01
17 O -0.96 4.71 1.25
18 O 4.07 -0.99 0.90
19 O 0.28 -6.66 -0.49
20 O -2.46 -1.20 7.62
21 O 1.51 -4.81 -1.25
22 N -3.16 0.73 3.33
23 N 0.09 -3.43 5.11
24 C 0.21 -1.26 -4.84
25 C 0.11 0.58 6.19
26 C -1.61 -0.47 7.25
27 C 1.66 -3.54 3.44
28 C 0.76 -0.31 1.41
29 C 0.76 0.61 4.77
30 C -0.81 3.29 -0.69
31 C -4.09 1.54 2.73
32 C 0.89 -2.02 -5.91
33 C 2.75 -3.32 -6.10
34 C 2.84 -0.69 0.78
35 C 2.31 -3.64 4.75
36 C 1.97 -1.33 -6.58
37 C 1.02 -6.10 -1.31
38 C -2.28 2.92 -1.11
39 C -4.06 3.49 -5.40
40 C 1.33 -3.48 5.70
41 C 2.22 -5.79 -3.25
42 C -4.70 2.23 -4.69
43 C -0.91 4.77 -0.21
44 C 0.26 -3.47 3.73
45 C -0.80 3.47 1.67
46 C -3.31 0.65 -3.84
47 C 2.09 -4.50 -2.46
48 C 3.56 2.73 2.79
49 C -0.88 1.68 6.41
50 C -0.30 -1.32 -0.78
51 C -3.08 -0.38 2.53
52 C -4.73 0.84 1.67
53 C 3.90 5.00 1.37
54 C 3.34 -3.66 -2.10
55 C 3.06 3.99 -0.45
56 C 0.87 -0.42 -0.19
57 C 3.02 3.71 1.73
58 C -4.75 0.94 -5.53
59 C -4.05 -0.44 1.57
60 H -0.31 -1.83 -4.07
61 H -3.67 4.15 -4.62
62 H 2.15 -3.61 2.49
63 H -2.43 -1.15 2.92
64 H 0.59 0.32 7.13
65 H 1.62 1.29 4.72
66 H 3.26 -6.10 -3.38
67 H -4.70 1.11 -6.60
68 H -4.83 3.91 -6.05
69 H 0.25 -1.20 1.78
70 H 4.61 2.43 2.77
71 H 0.06 -2.16 -1.37
72 H -0.22 3.11 -1.59
73 H -1.06 -1.74 -0.12
74 H -2.67 0.81 4.22
75 H -3.11 3.30 -5.89
76 H -4.12 -1.30 0.91
77 H 1.41 -3.83 -2.98
78 H 0.06 5.24 -0.37
79 H 0.06 -2.36 -6.53
80 H 4.92 4.72 1.63
81 H -0.41 2.56 6.86
82 H 3.44 5.89 1.80
83 H 2.95 1.83 2.86
84 H 0.10 1.10 4.05
85 H 0.98 -0.41 4.44
86 H 0.81 0.56 -0.66
87 H 2.05 4.06 2.08
88 H 1.78 -0.92 -7.58
89 H -1.63 1.91 5.66
90 H 0.25 0.56 1.81
91 H -5.56 1.29 1.16
92 H -2.51 3.11 -2.16
93 H -0.84 -0.68 -1.49
94 H -5.66 2.50 -4.25
95 H 1.81 -5.53 -4.23
96 H 3.36 -2.59 -1.88
97 H 3.75 -4.03 -1.17
98 H 1.27 -3.51 6.78
99 H -3.05 3.27 -0.43
100 H 4.11 -3.74 -2.87
101 H -0.58 -3.55 3.06
102 H -2.30 1.84 -0.97
103 H -1.71 5.29 -0.74
104 H 2.50 -0.61 -5.96
105 H -5.65 0.32 -5.50
106 H 3.24 3.15 3.74
107 H -0.80 -3.54 5.58
108 H 3.33 -3.73 5.09
109 H -0.62 -0.71 -5.27
110 H 0.79 -0.42 -4.45
111 H -4.24 2.50 3.20

HOMO-LUMO gap: 0.2898 Eh
SMILES: C[C@H]1COC(=O)O1.C[C@H]1COC(=O)O1.C[C@H]1COC(=O)O1.C[C@H]1COC(=O)O1.C[C@H]1COC(=O)O1.C[C@H]1COC(=O)O1.C[C@H]1COC(=O)O1.c1cc[nH]c1.c1cc[nH]c1
Electronic energy: -3092.39583 Ha
Highest occupied orbital energy: -7.927 eV
Relative energy (zero: lowest compared OMol25 entry of this formula, charge and spin): 156.6 kcal/mol


Below is an isolated molecule of C2H4OS2 in a non-equilibrium geometry, with properties calculated with ωB97M-V with the def2-TZVPD basis set.

Geometry (Å):
1 S 0.48 1.66 -1.83
2 S -0.49 0.05 1.57
3 O -1.73 -0.63 1.61
4 C -0.22 0.27 -1.17
5 C 0.40 -0.40 -0.08
6 H -1.04 -0.28 -1.65
7 H 0.25 -1.41 -0.16
8 H -0.69 1.36 0.87
9 H 1.53 -0.20 -0.11

HOMO-LUMO gap: 0.2954 Eh
Electronic energy: -950.11509 Ha
Highest occupied orbital energy: -9.118 eV
Relative energy (zero: lowest compared OMol25 entry of this formula, charge and spin): 58.7 kcal/mol


> What is the formula in the second record?

C2H4OS2


> relative energy (zero: lowest compared OMol25 entry of this formula, charge and spin) of number 1 (C36H52N2O21)?

156.6 kcal/mol